Formula: C24H75N3O12
Source: the OMol25 dataset
Level of theory: wB97M-V/def2-TZVPD

Summary:
HOMO level, Eh: -0.3355
Gap between HOMO and LUMO, eV: 9.2
SMILES: COC[C@H](C)N.COC[C@H](C)N.COC[C@H](C)N.CCO.CCO.CCO.CCO.CCO.CCO.O.O.O

Geometry as XYZ:
```
114
Properties=species:S:1:pos:R:3:mulliken_charge:R:1
C -11.03684 -14.58626 12.39405 -1.016
N -10.33836 -23.47953 2.50906 -0.709
C -4.09804 -14.37548 6.69217 -1.441
H -10.94092 -15.53786 11.87122 0.251
O -8.71654 -14.48286 12.05620 -0.513
H -10.59602 -15.74939 5.09409 0.303
C -7.29273 -16.82926 -1.48536 -0.316
O -12.52476 -12.49520 0.81693 -0.524
H -14.37935 -12.84361 1.59364 0.226
C -3.80996 -23.43798 3.59658 -0.853
H -7.99884 -14.05644 11.58221 0.282
H -15.78977 -21.63723 0.89860 0.329
H -4.24597 -25.93076 3.92374 0.304
H -6.17245 -15.36240 -0.42409 0.222
H -2.59091 -26.50575 3.61415 0.247
H -12.06231 -14.23073 12.29340 0.355
H -6.40234 -17.20693 -1.98801 0.306
C -6.89611 -19.36875 11.34099 -0.910
O -4.02109 -11.22595 5.89567 -0.310
H -3.13281 -20.57626 2.03565 0.245
H -3.85571 -20.63826 5.15721 0.316
H -12.57496 -28.08921 2.56827 0.303
O -8.11764 -16.04289 -2.30839 -0.514
O -12.43307 -26.29194 3.66154 -0.381
C -3.32956 -25.74430 3.36382 -0.731
H -18.38227 -18.72544 6.20516 0.313
H -10.98328 -27.43570 2.75119 0.263
H -10.82193 -23.44169 1.62315 0.254
H -11.55989 -28.14942 4.11824 0.306
H -5.69284 -12.57028 7.54451 0.268
H -12.77016 -24.33501 3.14392 0.252
O -12.10963 -17.13876 6.50995 -0.517
C -13.34455 -12.79059 1.93199 -0.056
H -2.98487 -9.45914 6.03301 0.312
H -9.08156 -16.74260 5.46276 0.285
H -15.71281 -20.18811 0.10929 0.300
H -2.60735 -10.58114 4.59127 0.279
H -2.38047 -21.89683 3.86384 0.285
H -7.82892 -17.74009 -1.21891 0.238
N -3.45190 -21.53412 2.06407 -0.780
O -12.28943 -17.02126 -1.20523 -0.634
H -4.86350 -11.88553 8.78531 0.233
H -10.24099 -17.33240 7.31436 0.185
C -15.10009 -20.80330 0.76824 -1.089
C -12.07423 -25.10758 2.81693 -0.515
H -6.57222 -16.73028 0.54506 0.270
H -7.91343 -15.51567 0.14028 0.306
H -8.99568 -15.95664 -1.92995 0.303
H -5.84333 -19.58703 11.52015 0.274
H -8.71115 -19.12410 12.56713 0.252
C -6.99953 -16.02412 -0.16688 -0.813
H -13.99578 -10.92706 2.71866 0.275
H -4.68612 -15.19117 7.11282 0.385
H -12.17886 -17.68073 -0.52031 0.321
H -4.43771 -23.61826 2.72393 0.401
O -7.09513 -18.66071 13.63782 -0.525
O -2.81767 -24.38319 3.51120 -0.380
H -14.23692 -21.23944 0.26543 0.300
N -5.00264 -12.73839 8.26246 -0.661
H -2.15576 -12.17789 6.69162 0.384
H -13.52361 -18.64620 2.27002 0.287
H -5.29296 -21.20090 4.31118 0.283
C -3.34212 -10.15658 5.27534 -0.713
C -3.37609 -21.93303 3.42164 0.666
H -15.21939 -20.74239 6.96656 0.310
C -10.15417 -16.73029 5.26927 -0.991
C -9.89475 -13.66675 11.89576 -0.182
H -7.18649 -17.72939 13.42364 0.300
C -3.79488 -13.17951 7.59746 0.502
C -14.86750 -20.04817 1.99358 -0.080
H -9.97065 -13.45814 10.82860 0.261
H -17.62524 -17.49727 6.66385 0.315
H -4.31036 -23.61882 4.54790 0.331
H -7.71096 -20.46593 13.08163 0.266
O -17.57015 -18.45236 6.63191 -0.618
H -3.11130 -14.71927 6.38195 0.350
O -13.58511 -19.51390 1.86390 -0.537
H -12.58030 -17.97219 6.58386 0.302
H -4.59793 -14.13285 5.75444 0.303
H -3.16142 -13.55487 8.40116 0.254
H -12.51913 -17.52346 -1.98705 0.315
C -3.18049 -11.92270 6.96166 -0.769
H -12.24458 -11.26554 3.06494 0.314
H -3.60048 -25.74450 2.30803 0.317
H -10.16505 -17.16527 4.26988 0.266
C -4.26203 -20.87469 4.17380 -1.269
H -14.51519 -22.08247 6.97961 0.306
H -12.92316 -13.68375 2.39328 0.216
C -7.67850 -19.45853 12.66667 -0.214
C -10.59778 -24.76806 3.05761 0.349
H -13.50337 -12.14787 3.86541 0.320
H -2.78627 -22.01825 1.47872 0.229
H -10.25637 -25.42633 5.16622 0.310
H -12.49051 -13.26738 0.24758 0.286
C -10.76895 -17.54133 6.38393 -0.140
C -10.20198 -24.55565 4.51272 -1.241
H -4.14704 -9.66313 4.73064 0.229
C -11.93023 -27.56659 3.27489 -0.749
O -14.40542 -21.16715 7.23721 -0.623
H -10.83964 -22.87516 3.14433 0.288
H -12.15006 -25.20569 1.73402 0.385
C -13.23865 -11.68645 2.91403 -1.058
H -6.87268 -18.33088 11.00877 0.250
H -9.86010 -12.66391 12.32146 0.290
H -7.29700 -20.01149 10.55723 0.307
H -10.95409 -14.73991 13.46999 0.270
H -3.07385 -11.14730 7.72028 0.399
H -9.94104 -25.47613 2.55219 0.232
H -4.44843 -19.91379 3.69419 0.387
H -14.89941 -20.62379 2.91863 0.203
H -9.14514 -24.30560 4.60590 0.367
H -10.65000 -23.66845 4.96022 0.290
H -10.62336 -18.61678 6.28237 0.304
H -15.51451 -19.17316 2.05557 0.283
```

---

Formula: C24H76N6O11
Source: the OMol25 dataset
Level of theory: wB97M-V/def2-TZVPD

Summary:
HOMO level (spin up / spin down), Eh: 0.0126 / -0.2725
Gap between HOMO and LUMO (spin up / spin down), eV: 1.8 / 9.5
⟨S²⟩: 0.75
Charge: -1
2S+1: 2

Geometry as XYZ:
```
117
Properties=species:S:1:pos:R:3:lowdin_spin:R:1
C 5.64129 2.82491 4.57431 0.004
H -0.40305 -0.86192 -0.39945 0.003
C -4.91127 -2.60704 -0.87132 0.002
C -0.94827 0.07867 -0.32126 0.009
O -6.08224 -1.94082 -0.68987 0.001
H -3.97532 -3.74907 -2.32575 0.002
H -4.25133 2.01625 2.82372 0.002
C 5.22532 -1.45996 1.44800 0.003
H 7.09395 -3.64186 -0.12603 0.000
N -6.06470 -4.36370 -2.35360 0.000
H -0.41211 -1.93702 6.78676 0.000
H -1.76693 -3.76259 -0.34140 0.004
C -4.40374 0.20416 -6.60449 0.002
C -5.18818 -2.38960 -3.43220 0.001
H -6.80090 -0.20710 0.17476 0.001
H 6.50665 4.20630 3.23447 0.002
C 6.54236 3.12065 3.32488 0.003
H 6.39581 1.32671 5.48910 0.000
H 6.83443 3.03448 6.35711 0.000
H 4.59607 3.06029 4.37374 0.002
H -0.78616 -0.19649 6.68099 0.000
C 4.91689 2.94761 1.75083 0.032
C -0.00040 1.24786 0.06874 0.036
C -0.00541 0.02543 4.11011 0.003
H -6.47528 0.59949 -6.35451 0.000
H 2.26742 2.04425 5.75053 0.002
H -1.59734 -1.43232 5.64530 0.001
H -6.62492 -1.88203 -6.74085 0.000
N 6.28616 -3.03660 -0.09112 0.001
H 2.64421 -0.62153 1.05066 0.002
H -2.72997 -0.36056 -1.46514 0.001
C -0.66391 -1.11844 6.11250 0.004
H 7.57058 2.78723 3.46524 0.000
H 5.47204 -3.62654 -0.18735 0.001
H 0.28363 0.67146 -4.02228 0.010
H 2.61892 1.88493 0.27380 0.004
H 0.23552 1.30377 1.13143 0.003
O 0.20013 -1.06354 5.06283 0.002
H 2.20383 -1.26970 2.60454 0.001
H 2.07929 3.10232 -0.90415 0.061
O -4.40772 1.49774 2.03448 0.012
H 0.04270 3.02622 5.74931 0.008
H -2.00783 1.19649 -5.77815 0.006
H -1.71817 -0.91251 1.19767 0.002
C 6.24382 -2.64335 1.27612 0.001
H 7.99494 -1.66205 2.42600 0.000
H -3.78166 -0.12429 -7.43709 0.001
C 7.67222 -2.18123 1.52356 0.001
H -5.50693 -1.51369 -8.15372 0.000
H 4.94860 -1.02135 0.48927 0.003
H 8.31582 -3.05978 1.47862 0.000
H -2.97641 1.18901 -4.26568 0.003
H 5.70029 -0.64604 1.99577 0.000
O -0.19187 -2.76856 -4.11990 0.012
H -5.80314 -5.19692 -1.84624 0.000
H -6.15968 -1.97378 -3.16502 0.000
O 0.07423 2.52038 -3.43630 0.177
C 3.05803 -0.97389 1.99549 0.006
C -5.83442 0.21892 -7.14985 0.000
C 2.23263 2.03665 -0.73410 0.116
N -6.11687 1.10353 -8.33477 0.000
C -1.80073 0.20089 -1.56198 0.019
H 5.99406 0.90869 4.01058 0.000
H -5.78762 2.02861 -8.09832 0.000
H -6.50864 -1.67715 1.11265 0.000
H -7.12166 1.20210 -8.30672 0.000
H -4.89207 -3.44116 -0.16990 0.001
O 6.21821 2.51129 2.08371 0.009
H -0.56534 2.17705 -0.00591 0.029
H 2.88893 1.56394 -1.46479 0.024
H -4.44029 -1.59918 -3.36907 0.001
H 4.24950 2.50381 2.48957 0.004
H -7.30515 -1.04874 -7.97752 0.000
H -0.48689 -2.61988 -5.01829 0.005
H 6.15716 4.53616 5.54883 0.001
C -2.86693 1.62237 -5.25982 0.020
H 3.19566 -0.00967 2.48480 0.002
H -5.15910 -0.57053 0.62881 0.001
H 0.28358 3.45343 -3.47908 0.063
H -3.55003 1.43604 1.61400 0.002
H 7.95799 -1.45688 0.76083 0.000
H 2.55657 0.57537 4.79554 0.000
N -1.89894 -0.02905 0.74279 0.003
H 4.71689 4.01896 1.76818 0.020
H -1.03483 0.00308 3.75245 0.001
C 5.98243 3.50955 5.87081 0.005
H -6.64824 -3.90368 -1.66953 0.000
H 0.54920 2.20282 -2.66833 0.013
O 0.46987 -0.14790 -4.48078 0.048
H -1.31293 -0.25199 -2.42515 0.005
H -5.11071 -2.88244 -4.40134 0.000
H 5.07427 3.30217 6.43680 0.001
H -4.00780 -2.01343 -0.73177 0.001
C 0.46951 1.43872 4.53197 0.017
H -4.38661 -0.57551 -5.84296 0.000
H 0.04929 2.04052 3.72616 0.014
C -6.10341 -1.02917 0.33548 0.005
H -1.73926 -3.68315 1.17017 0.004
C -4.99037 -3.35634 -2.26637 0.002
H 6.05060 -3.40666 2.02986 0.000
H 1.27972 0.02457 -4.96102 0.017
H 0.63999 -0.18469 3.25722 0.001
H 2.50609 2.26358 4.14725 0.009
C -6.32559 -1.17792 -7.51720 0.000
H -0.15684 -1.89458 -3.73107 0.006
H -2.72007 2.68817 -5.08490 0.009
O -2.21320 -3.36031 0.40376 0.013
O -4.00867 1.53546 -6.14828 0.007
O 1.08434 1.18580 -0.87900 0.024
N 5.63251 1.37633 4.82955 0.001
H 4.62939 2.62678 0.74958 0.005
O 4.03609 -1.92511 2.05304 0.004
H -2.81467 -0.24392 0.37485 0.001
N -0.22530 2.06293 5.60659 0.004
H 0.18332 1.65548 6.43551 0.001
C 2.04185 1.53602 4.81302 0.013
H -2.01677 1.22851 -1.85427 0.010
```

---

Number 1: DFT total energy -55137.3548 eV. Number 2: DFT total energy -57576.3030 eV.